Molecular formula: C37H36N8O4Pd
Method: DFT, wB97M-V/def2-TZVPD

## Properties
Energy relative to the best compared isomer or geometry (same formula, charge and spin): 1.38 kcal per mole
LUMO level: -5.530 eV
Total charge: +2
Gap between HOMO and LUMO: 0.2766 hartree

Atoms and positions in Å:
1 Pd -0.499 0.519 -1.160
2 C -3.166 1.532 -1.998
3 N -2.457 0.237 -1.786
4 C -3.193 -0.705 -0.916
5 C -3.107 -0.290 0.521
6 N -2.035 0.236 1.044
7 C -2.326 0.379 2.396
8 C -1.552 0.908 3.430
9 C -2.097 0.924 4.697
10 C -3.392 0.433 4.943
11 C -4.178 -0.081 3.930
12 C -3.616 -0.093 2.657
13 N -4.105 -0.497 1.423
14 C -2.344 2.641 -1.437
15 N -1.093 2.451 -1.092
16 C -0.627 3.661 -0.577
17 C 0.609 4.025 -0.048
18 C 0.753 5.327 0.381
19 C -0.299 6.254 0.291
20 C -1.527 5.904 -0.229
21 C -1.665 4.588 -0.656
22 N -2.745 3.903 -1.206
23 H -4.147 1.504 -1.520
24 H -3.331 1.687 -3.066
25 H -2.344 -0.222 -2.685
26 H -2.718 -1.682 -1.026
27 H -4.233 -0.791 -1.240
28 H -0.560 1.298 3.237
29 H -1.526 1.328 5.521
30 H -3.785 0.468 5.950
31 H -5.179 -0.443 4.123
32 H -5.000 -0.919 1.240
33 H 1.421 3.315 0.024
34 H 1.697 5.648 0.799
35 H -0.142 7.265 0.638
36 H -2.337 6.617 -0.298
37 H -3.655 4.284 -1.404
38 C -1.195 -2.657 4.029
39 O -0.563 -2.835 2.756
40 C -1.333 -3.249 1.723
41 C -2.708 -3.437 1.767
42 C -3.368 -3.911 0.640
43 C -2.677 -4.196 -0.529
44 C -1.303 -4.012 -0.577
45 C -0.641 -3.543 0.542
46 N 0.775 -3.511 0.644
47 C 1.714 -3.431 -0.263
48 C 1.670 -2.945 -1.591
49 C 2.709 -3.381 -2.459
50 C 2.825 -2.894 -3.732
51 C 1.928 -1.895 -4.159
52 C 0.953 -1.406 -3.328
53 C 0.789 -1.910 -2.019
54 O -0.102 -1.437 -1.191
55 H -0.406 -2.351 4.709
56 H -1.631 -3.597 4.369
57 H -1.955 -1.878 3.981
58 H -3.258 -3.240 2.676
59 H -4.435 -4.087 0.690
60 H -3.196 -4.593 -1.391
61 H -0.745 -4.267 -1.469
62 H 1.085 -3.742 1.582
63 H 2.679 -3.784 0.088
64 H 3.400 -4.134 -2.100
65 H 3.603 -3.248 -4.391
66 H 2.026 -1.483 -5.155
67 H 0.297 -0.610 -3.661
68 O 7.055 1.283 -0.329
69 C 6.407 2.209 -1.170
70 N 5.840 1.623 -2.361
71 C 4.620 1.049 -2.511
72 O 4.195 0.690 -3.592
73 C 3.733 0.853 -1.302
74 C 4.142 0.410 -0.053
75 C 3.175 0.128 0.909
76 C 1.844 0.282 0.593
77 N 1.454 0.716 -0.616
78 C 2.372 0.990 -1.542
79 H 7.933 1.081 -0.671
80 H 7.086 3.002 -1.485
81 H 5.614 2.656 -0.573
82 H 6.368 1.666 -3.220
83 H 5.194 0.273 0.166
84 H 3.455 -0.218 1.894
85 H 1.053 0.047 1.294
86 H 2.022 1.307 -2.515

=====

Molecular formula: C37H37BrCdN9O8PS
Method: DFT, wB97M-V/def2-TZVPD

## Properties
Energy relative to the best compared isomer or geometry (same formula, charge and spin): 1.44 kcal per mole
LUMO level: 3.494 eV
Total charge: -2
Gap between HOMO and LUMO: 0.2379 hartree

Atoms and positions in Å:
1 Cd -0.253 1.315 0.715
2 O -1.311 -0.656 7.699
3 C -1.856 0.332 7.177
4 O -2.627 1.180 7.658
5 C -1.478 0.569 5.692
6 C -2.009 1.631 4.979
7 C -1.687 1.779 3.636
8 N -0.885 0.926 3.002
9 C -0.336 -0.074 3.684
10 C -0.618 -0.291 5.027
11 C 0.546 -0.991 2.915
12 C 1.439 -1.851 3.548
13 C 2.168 -2.736 2.779
14 C 1.996 -2.739 1.405
15 C 1.118 -1.821 0.854
16 N 0.404 -0.977 1.590
17 C -2.251 2.877 2.802
18 C -2.727 4.058 3.363
19 C -3.235 5.031 2.524
20 C -3.256 4.805 1.157
21 C -2.749 3.605 0.685
22 N -2.269 2.666 1.488
23 H -2.689 2.295 5.494
24 H -0.220 -1.127 5.583
25 H 1.563 -1.814 4.620
26 H 2.868 -3.416 3.248
27 H 2.548 -3.413 0.765
28 H 0.986 -1.741 -0.216
29 H -2.668 4.216 4.431
30 H -3.596 5.967 2.933
31 H -3.632 5.546 0.465
32 H -2.699 3.382 -0.374
33 Br 0.768 -6.325 -1.124
34 C -0.764 -5.445 -1.821
35 C -2.011 -6.018 -1.647
36 C -3.122 -5.385 -2.181
37 C -2.999 -4.176 -2.855
38 C -1.733 -3.615 -3.023
39 C -0.615 -4.251 -2.510
40 N -4.159 -3.679 -3.517
41 N -4.399 -2.458 -3.625
42 C -3.720 -1.469 -2.908
43 C -3.462 -0.303 -3.622
44 C -2.664 0.717 -3.144
45 C -2.116 0.662 -1.839
46 O -1.373 1.539 -1.349
47 C -2.515 -0.490 -1.021
48 N -2.089 -0.450 0.255
49 C -2.475 -1.385 1.087
50 C -3.350 -2.414 0.705
51 C -3.767 -2.486 -0.599
52 C -3.319 -1.529 -1.534
53 H -2.112 -6.951 -1.111
54 H -4.105 -5.828 -2.085
55 H -1.618 -2.673 -3.544
56 H 0.366 -3.815 -2.641
57 H -3.866 -0.250 -4.628
58 H -2.442 1.584 -3.751
59 H -2.099 -1.321 2.103
60 H -3.684 -3.137 1.437
61 H -4.457 -3.261 -0.909
62 C 1.612 -0.750 -3.179
63 N 2.829 -0.406 -2.462
64 C 3.955 -0.404 -3.373
65 P 2.667 0.985 -1.437
66 O 1.385 0.657 -0.755
67 N 2.613 2.215 -2.571
68 C 3.764 3.060 -2.816
69 C 1.364 2.977 -2.596
70 N 4.148 0.816 -0.686
71 C 4.228 -0.413 0.104
72 C 4.954 1.846 -0.038
73 H 1.398 -0.042 -3.996
74 H 0.760 -0.750 -2.504
75 H 1.720 -1.745 -3.624
76 H 3.828 0.327 -4.188
77 H 4.060 -1.394 -3.828
78 H 4.873 -0.169 -2.837
79 H 4.681 2.471 -2.815
80 H 3.842 3.857 -2.069
81 H 3.656 3.513 -3.807
82 H 0.513 2.324 -2.410
83 H 1.261 3.416 -3.595
84 H 1.364 3.759 -1.833
85 H 3.726 -1.225 -0.411
86 H 3.772 -0.263 1.089
87 H 5.282 -0.674 0.236
88 H 4.905 2.790 -0.558
89 H 5.990 1.484 -0.038
90 H 4.629 2.020 0.988
91 O 1.921 1.875 1.961
92 S 1.937 3.183 1.243
93 O 2.570 4.249 2.005
94 O 0.489 3.498 0.937
95 O 2.620 2.994 -0.066

=====

Molecular formula: C37H37Cl3MoO2P2
Method: DFT, wB97M-V/def2-TZVPD

## Properties
LUMO level (alpha / beta): -7.451 / -8.732 eV
Total charge: +2
Gap between HOMO and LUMO (alpha / beta): 0.2282 / 0.1751 hartree
<S²>: 2.02
Multiplicity: 3

Atoms and positions in Å:
1 Mo -0.364 0.938 -1.693
2 C -1.882 1.014 -3.107
3 C -1.654 -0.362 -2.696
4 C -1.001 -1.314 -3.660
5 C 0.382 -0.872 -4.091
6 C 1.056 0.002 -3.040
7 C 1.030 1.454 -3.119
8 C 0.251 2.121 -4.184
9 C -1.223 1.631 -4.317
10 C 1.401 -0.060 2.519
11 H -2.807 1.497 -2.745
12 H -2.412 -0.819 -2.058
13 H -1.640 -1.428 -4.540
14 H -0.942 -2.307 -3.210
15 H 0.997 -1.773 -4.252
16 H 0.335 -0.403 -5.088
17 H 1.999 -0.439 -2.708
18 H 1.892 2.007 -2.750
19 H 0.731 2.040 -5.169
20 H 0.256 3.187 -3.938
21 H -1.807 2.534 -4.541
22 H -1.321 0.974 -5.197
23 H 0.648 0.755 2.468
24 H 2.171 0.250 3.265
25 H 0.965 -1.025 2.832
26 P -1.138 -0.976 0.712
27 P 2.310 -0.182 0.992
28 C 0.146 -1.569 -0.352
29 C 1.463 -1.081 -0.308
30 C -2.244 -2.407 0.979
31 C -2.539 -3.360 -0.020
32 C -3.389 -4.443 0.267
33 C -3.910 -4.646 1.549
34 C -3.606 -3.711 2.547
35 C -2.801 -2.612 2.268
36 C -2.371 0.635 -0.194
37 C -2.092 2.019 -0.329
38 C -2.972 3.013 0.128
39 C -4.318 2.696 0.162
40 C -4.707 1.347 0.032
41 C -3.744 0.331 0.003
42 C 3.743 -1.205 1.341
43 C 3.489 -2.497 1.837
44 C 4.568 -3.325 2.129
45 C 5.874 -2.885 1.910
46 C 6.106 -1.612 1.390
47 C 5.044 -0.761 1.087
48 C 2.817 1.522 0.624
49 C 2.723 2.597 1.530
50 C 2.996 3.899 1.100
51 C 3.323 4.154 -0.236
52 C 3.373 3.097 -1.147
53 C 3.146 1.791 -0.707
54 H -0.072 -2.348 -1.084
55 H 2.150 -1.383 -1.110
56 H -2.096 -3.284 -1.013
57 H -3.640 -5.153 -0.524
58 H -4.539 -5.514 1.773
59 H -3.998 -3.844 3.550
60 H -2.571 -1.898 3.056
61 H -1.312 2.480 -1.063
62 H -2.583 4.027 0.245
63 H -5.044 3.491 0.293
64 H -5.775 1.117 0.044
65 H -4.077 -0.701 0.177
66 H 2.460 -2.832 2.004
67 H 4.372 -4.312 2.531
68 H 6.704 -3.549 2.118
69 H 7.113 -1.263 1.216
70 H 5.211 0.241 0.688
71 H 2.410 2.424 2.559
72 H 2.945 4.730 1.803
73 H 3.528 5.170 -0.576
74 H 3.571 3.287 -2.202
75 H 3.144 0.967 -1.417
76 Cl -2.859 2.902 5.810
77 C -2.637 1.276 5.192
78 Cl -1.639 0.277 6.314
79 Cl -4.214 0.486 4.898
80 C -1.800 1.291 3.763
81 O -1.264 2.345 3.432
82 O -1.834 0.141 3.247

=====

Molecular formula: C37H37Cl3O2P2Sr
Method: DFT, wB97M-V/def2-TZVPD

## Properties
Energy relative to the best compared isomer or geometry (same formula, charge and spin): 7.13 kcal per mole
LUMO level: -0.236 eV
Gap between HOMO and LUMO: 0.2062 hartree

Atoms and positions in Å:
1 Sr 1.779 -0.871 0.119
2 C -2.632 0.506 6.036
3 C -2.767 0.400 4.705
4 C -3.470 1.375 3.794
5 C -2.579 2.407 3.060
6 C -1.608 3.176 3.903
7 C -1.727 3.416 5.214
8 C -2.869 3.065 6.124
9 C -2.692 1.741 6.898
10 C 3.589 0.353 1.858
11 H -2.415 -0.401 6.609
12 H -2.350 -0.486 4.210
13 H -4.264 1.925 4.311
14 H -3.968 0.774 3.014
15 H -2.034 1.909 2.235
16 H -3.255 3.141 2.583
17 H -0.795 3.649 3.347
18 H -0.947 3.988 5.722
19 H -3.819 3.062 5.580
20 H -2.933 3.867 6.882
21 H -1.766 1.799 7.499
22 H -3.506 1.640 7.634
23 H 3.135 0.000 2.796
24 H 3.593 1.454 1.821
25 H 4.598 -0.065 1.700
26 P 0.035 -2.223 -1.894
27 P 2.177 0.347 -2.531
28 C -0.470 -0.614 -2.573
29 C 0.414 0.332 -2.974
30 C -0.467 -3.331 -3.273
31 C -1.552 -2.995 -4.099
32 C -1.893 -3.796 -5.195
33 C -1.166 -4.955 -5.471
34 C -0.090 -5.307 -4.650
35 C 0.272 -4.500 -3.564
36 C -1.310 -2.380 -0.651
37 C -1.431 -1.381 0.336
38 C -2.162 -1.638 1.496
39 C -2.900 -2.821 1.613
40 C -2.911 -3.740 0.549
41 C -2.088 -3.535 -0.558
42 C 2.794 0.791 -4.222
43 C 2.465 -0.065 -5.297
44 C 2.786 0.304 -6.604
45 C 3.456 1.510 -6.851
46 C 3.810 2.344 -5.783
47 C 3.494 1.980 -4.471
48 C 2.261 1.952 -1.615
49 C 3.414 2.206 -0.848
50 C 3.532 3.393 -0.126
51 C 2.512 4.353 -0.177
52 C 1.378 4.113 -0.956
53 C 1.249 2.923 -1.672
54 H -1.554 -0.474 -2.696
55 H 0.103 1.159 -3.629
56 H -2.126 -2.087 -3.904
57 H -2.730 -3.499 -5.828
58 H -1.441 -5.578 -6.318
59 H 0.476 -6.215 -4.860
60 H 1.129 -4.765 -2.939
61 H -0.966 -0.397 0.211
62 H -2.158 -0.910 2.309
63 H -3.460 -3.020 2.531
64 H -3.553 -4.621 0.602
65 H -2.045 -4.276 -1.359
66 H 1.930 -1.000 -5.113
67 H 2.510 -0.347 -7.436
68 H 3.711 1.794 -7.872
69 H 4.330 3.282 -5.969
70 H 3.769 2.639 -3.644
71 H 4.212 1.456 -0.804
72 H 4.421 3.572 0.480
73 H 2.609 5.283 0.391
74 H 0.589 4.867 -1.019
75 H 0.374 2.766 -2.298
76 Cl 2.820 -2.354 4.450
77 C 1.415 -2.621 3.416
78 Cl 2.059 -3.222 1.774
79 Cl 0.289 -3.827 4.014
80 C 0.623 -1.210 3.339
81 O 0.071 -0.879 4.377
82 O 0.685 -0.608 2.197

=====

Molecular formula: C37H37CoF3O2P2
Method: DFT, wB97M-V/def2-TZVPD

## Properties
Energy relative to the best compared isomer or geometry (same formula, charge and spin): 75.30 kcal per mole
LUMO level (alpha / beta): -1.617 / -2.038 eV
Gap between HOMO and LUMO (alpha / beta): 0.2179 / 0.2024 hartree
<S²>: 3.76
Multiplicity: 4

Atoms and positions in Å:
1 Co 1.545 -1.190 -1.760
2 C -2.539 -0.101 0.617
3 C -2.567 -0.415 -0.689
4 C -2.740 0.460 -1.889
5 C -1.632 1.359 -2.556
6 C -0.544 1.976 -1.764
7 C -0.554 2.171 -0.438
8 C -1.779 2.353 0.414
9 C -2.138 1.169 1.326
10 C 2.924 0.186 -1.198
11 H -2.688 -0.937 1.315
12 H -2.309 -1.460 -0.961
13 H -3.592 1.110 -1.660
14 H -3.031 -0.249 -2.675
15 H -1.225 0.785 -3.402
16 H -2.216 2.173 -3.015
17 H 0.291 2.375 -2.372
18 H 0.357 2.129 0.188
19 H -2.621 2.600 -0.234
20 H -1.531 3.185 1.077
21 H -1.269 0.970 1.974
22 H -2.976 1.447 1.974
23 H 2.956 0.259 -0.091
24 H 2.719 1.189 -1.624
25 H 3.892 -0.212 -1.587
26 P 0.012 -1.995 -9.092
27 P 1.813 0.308 -9.339
28 C -0.732 -0.481 -9.762
29 C 0.140 0.527 -10.030
30 C -0.722 -3.218 -10.293
31 C -1.900 -3.011 -11.039
32 C -2.426 -4.036 -11.846
33 C -1.776 -5.268 -11.925
34 C -0.559 -5.457 -11.268
35 C -0.013 -4.426 -10.488
36 C -0.879 -2.231 -7.517
37 C -0.569 -1.393 -6.428
38 C -1.314 -1.478 -5.253
39 C -2.393 -2.368 -5.183
40 C -2.662 -3.242 -6.240
41 C -1.890 -3.186 -7.399
42 C 2.679 0.922 -10.871
43 C 2.612 0.175 -12.073
44 C 2.961 0.754 -13.305
45 C 3.382 2.086 -13.369
46 C 3.538 2.803 -12.184
47 C 3.215 2.216 -10.947
48 C 1.936 1.750 -8.222
49 C 3.116 1.840 -7.456
50 C 3.386 2.984 -6.716
51 C 2.472 4.038 -6.706
52 C 1.266 3.924 -7.409
53 C 0.981 2.767 -8.137
54 H -1.814 -0.467 -9.923
55 H -0.023 1.395 -10.669
56 H -2.435 -2.068 -11.012
57 H -3.352 -3.863 -12.393
58 H -2.220 -6.084 -12.495
59 H -0.027 -6.406 -11.348
60 H 0.965 -4.557 -10.025
61 H 0.252 -0.686 -6.521
62 H -1.057 -0.862 -4.388
63 H -3.025 -2.377 -4.298
64 H -3.479 -3.960 -6.178
65 H -2.085 -3.859 -8.227
66 H 2.256 -0.856 -12.048
67 H 2.908 0.170 -14.226
68 H 3.611 2.549 -14.331
69 H 3.901 3.829 -12.206
70 H 3.339 2.808 -10.041
71 H 3.811 1.005 -7.464
72 H 4.314 3.046 -6.137
73 H 2.698 4.941 -6.142
74 H 0.547 4.742 -7.385
75 H 0.034 2.666 -8.655
76 F 0.823 -2.161 3.656
77 C 0.635 -2.695 2.413
78 F 1.758 -3.403 2.142
79 F -0.407 -3.573 2.568
80 C 0.316 -1.561 1.242
81 O -0.148 -0.593 1.854
82 O 0.550 -1.777 0.019

=====

no.,molecular weight (Da),E_tot (eV)
1,763.2,-62533.7398
2,991.1,-163497.5376
3,777.9,-101041.3761
4,769.6,-100042.2661
5,691.6,-107414.9642